ORCA calculation (ωB97M-V/def2-TZVPD) on 2 unconnected molecules or ions with the total composition C25H24F3N2.

Its HOMO-LUMO gap is 4.52 eV. Its net charge is +1. For the total energy, the calculation gives -1375.9309 hartree. The HOMO energy comes out at -10.231 eV.

```
54
Properties=species:S:1:pos:R:3:forces:R:3
F -7.202 -0.787 -0.924 0.657 -0.356 1.183
C -6.651 -1.071 0.300 -2.086 0.482 0.285
F -6.802 0.044 1.073 0.284 -1.082 -0.718
F -7.421 -2.056 0.866 0.917 0.883 -0.605
C -5.219 -1.482 0.157 0.409 0.205 0.023
C -4.245 -0.924 0.988 -0.129 -0.048 0.026
C -2.915 -1.145 0.704 0.572 -0.040 -0.310
C -2.519 -1.952 -0.404 -1.137 -0.012 0.259
C -1.146 -2.027 -0.725 -0.519 -1.316 -0.040
C -0.576 -2.897 -1.689 0.282 -0.188 -1.132
C 0.704 -3.464 -1.422 -0.236 0.399 0.127
C 1.242 -4.432 -2.254 -0.087 -0.132 -0.062
C 0.545 -4.844 -3.401 -0.098 0.272 0.448
C -0.675 -4.239 -3.731 -0.101 0.086 0.027
C -1.222 -3.261 -2.911 0.069 -0.302 0.288
C -3.555 -2.684 -1.070 0.257 0.129 -0.102
C -4.886 -2.399 -0.838 0.230 -0.101 -0.048
H -4.532 -0.308 1.835 0.013 -0.021 -0.217
H -2.136 -0.703 1.327 -0.192 0.061 -0.281
H -0.473 -1.456 -0.102 0.446 0.330 0.436
H 1.216 -3.151 -0.510 -0.038 -0.113 -0.287
H 2.201 -4.886 -2.003 -0.292 0.140 -0.091
H 0.949 -5.640 -4.025 -0.075 0.267 0.103
H -1.214 -4.552 -4.628 0.239 0.185 0.228
H -2.155 -2.770 -3.192 0.465 -0.113 -0.048
H -3.306 -3.472 -1.776 -0.099 0.256 0.225
H -5.667 -2.879 -1.425 0.172 0.070 0.186
C 3.158 3.885 -1.135 -0.285 0.078 -0.026
C 2.671 2.469 -1.457 0.463 0.100 -0.584
C 2.066 1.770 -0.287 -0.543 -0.602 0.219
C 2.293 2.228 1.033 -0.093 -0.242 -0.070
N 3.043 3.349 1.271 -0.280 0.059 -0.037
C 3.832 3.963 0.224 0.309 -0.101 -0.292
C 3.479 3.698 2.605 0.237 -0.166 0.346
C 2.455 3.339 3.669 -0.282 0.106 -0.053
C 1.932 1.908 3.515 0.255 -0.068 0.695
C 1.710 1.501 2.098 -0.442 -0.513 -0.517
C 0.905 0.397 1.788 0.550 1.031 -0.269
N 0.652 0.013 0.535 -0.085 -0.788 0.010
C 1.244 0.652 -0.475 0.451 0.957 0.671
H 3.867 4.213 -1.899 -0.119 0.028 0.065
H 2.307 4.576 -1.160 0.100 -0.065 0.065
H 1.932 2.511 -2.267 0.215 -0.017 0.070
H 3.522 1.880 -1.836 -0.208 0.090 0.082
H 4.828 3.488 0.174 -0.147 0.056 0.025
H 3.995 5.010 0.510 -0.021 -0.194 -0.129
H 4.440 3.201 2.831 -0.141 0.059 -0.059
H 3.674 4.778 2.613 -0.050 -0.225 0.072
H 2.917 3.459 4.653 -0.111 0.041 -0.090
H 1.614 4.041 3.617 0.117 -0.053 -0.052
H 2.649 1.218 3.989 -0.181 0.099 -0.126
H 0.988 1.807 4.066 0.221 -0.027 0.002
H 0.436 -0.189 2.584 0.122 0.229 -0.143
H 1.052 0.270 -1.483 0.027 0.189 0.227
```
Forces are in eV/Å.